# 1
Entry from the Open Molecules 2025 dataset: a structure of composition C32H21Cl2N4O5PS2Ti (wB97M-V/def2-TZVPD).

```
68
Properties=species:S:1:pos:R:3
Ti 0.165 -0.378 0.682
S -7.015 1.934 1.078
N -6.208 0.879 1.998
C -4.988 0.789 1.501
C -3.922 -0.052 2.023
C -4.041 -0.882 3.111
C -2.934 -1.648 3.507
C -1.758 -1.538 2.809
N -1.607 -0.721 1.746
C -2.687 0.013 1.336
C -2.484 0.833 0.202
N -1.230 0.792 -0.356
C -0.998 1.577 -1.431
C -1.946 2.393 -1.991
C -3.234 2.437 -1.430
C -3.501 1.659 -0.331
C -4.784 1.618 0.357
N -5.855 2.312 0.019
H -4.982 -0.936 3.643
H -2.992 -2.317 4.352
H -0.881 -2.108 3.087
H 0.005 1.538 -1.838
H -1.688 2.996 -2.850
H -4.009 3.071 -1.841
O 0.063 -4.299 0.343
S 0.657 -3.020 0.136
O -0.141 -2.047 -0.664
O 1.014 -2.262 1.368
C 2.158 -3.251 -0.780
C 2.507 -4.546 -1.129
C 3.640 -4.764 -1.899
C 4.404 -3.689 -2.326
C 4.044 -2.396 -1.974
C 2.924 -2.156 -1.184
P 2.480 -0.434 -0.731
C 3.897 0.164 0.232
C 3.862 1.500 0.632
C 4.868 2.020 1.429
C 5.913 1.205 1.845
C 5.944 -0.129 1.468
C 4.939 -0.652 0.665
C 2.609 0.370 -2.363
C 1.633 0.020 -3.299
C 1.649 0.579 -4.566
C 2.633 1.501 -4.905
C 3.600 1.854 -3.977
C 3.593 1.289 -2.708
H 1.882 -5.365 -0.802
H 3.917 -5.773 -2.174
H 5.280 -3.854 -2.939
H 4.639 -1.559 -2.319
H 3.031 2.136 0.350
H 4.816 3.054 1.743
H 6.695 1.608 2.476
H 6.747 -0.771 1.805
H 4.967 -1.698 0.392
H 0.861 -0.695 -3.031
H 0.892 0.301 -5.287
H 2.643 1.943 -5.893
H 4.368 2.571 -4.239
H 4.354 1.566 -1.989
Cl -1.025 1.756 4.090
C 0.739 1.555 3.992
Cl 1.222 -0.099 4.400
C 1.199 1.941 2.579
O 1.750 3.004 2.417
O 0.931 1.070 1.661
H 1.188 2.227 4.712
```

E_HOMO (spin up / spin down): -5.564 / -8.851 eV
E_LUMO (spin up / spin down): -0.30 / -0.37 eV
expectation value of S²: 2.017
relative energy (zero: lowest compared OMol25 entry of this formula, charge and spin): 0.00 kcal/mol
HOMO-LUMO gap (spin up / spin down): 0.193 / 0.312 Eh
charge: 0
multiplicity: 3



# 2
Entry from the Open Molecules 2025 dataset: the molecule C2H2N6 (wB97M-V/def2-TZVPD).

```
10
Properties=species:S:1:pos:R:3
C 0.566 -0.775 -0.273
C -1.523 -0.188 -0.253
H 2.088 -0.684 0.992
H -2.650 -0.407 -0.143
N 1.298 -1.119 0.816
N -0.642 -1.033 -0.736
N -0.984 0.687 0.592
N 0.024 1.471 0.655
N 0.767 1.619 -0.614
N 1.055 0.428 -1.036
```

E_HOMO: -9.365 eV
E_LUMO: -1.73 eV
relative energy (zero: lowest compared OMol25 entry of this formula, charge and spin): 95.22 kcal/mol
HOMO-LUMO gap: 0.281 Eh
charge: 0



# 3
Entry from the Open Molecules 2025 dataset: a cluster of 8 separate species, H15O8 in total (wB97M-V/def2-TZVPD).

```
23
Properties=species:S:1:pos:R:3
O 1.786 -0.320 -1.095
H 0.629 -1.284 -0.456
O -0.073 1.214 -2.264
H -0.954 0.843 -1.987
H 0.688 0.578 -1.931
O 2.611 -1.561 1.428
H 2.519 -0.632 1.743
H 2.624 -1.376 0.397
O -0.123 -1.986 -0.326
H 2.343 -0.769 -1.774
H 0.347 0.895 1.140
O -0.209 0.205 1.547
H -1.985 0.377 1.700
H 0.065 -0.638 1.117
O -2.350 -0.218 -1.243
H -2.842 0.222 -0.510
H 0.439 -2.633 0.119
O -2.966 0.459 1.644
H -3.224 -0.232 2.256
H -1.647 -0.666 -0.820
O 1.163 2.373 0.257
H 1.727 1.594 -0.078
H 0.567 2.390 -0.503
```

E_HOMO: -6.032 eV
E_LUMO: 3.55 eV
relative energy (zero: lowest compared OMol25 entry of this formula, charge and spin): 18.29 kcal/mol
HOMO-LUMO gap: 0.352 Eh
charge: -1